No. 1
DFT (wB97M-V/def2-TZVPD) results for a cluster of 13 separate species, C5H33O14S in total at a distorted geometry.

Geometry as XYZ:
```
53
Properties=species:S:1:pos:R:3:mulliken_charge:R:1
O 2.66545 1.37434 0.87536 -0.719
C -1.20424 1.73987 -0.36121 -0.916
H -2.68822 1.37856 -3.32222 0.249
H -3.31693 -2.19164 -2.59289 0.443
H 0.84129 -4.07357 0.91567 0.303
H 1.70591 0.10963 3.59283 0.317
H 2.53804 2.24008 1.33753 0.371
O -0.17271 3.24869 1.93186 -0.822
O -2.55760 0.62921 -3.91827 -0.718
H 5.18539 1.32675 -0.68511 0.282
O 2.38756 3.70321 2.23064 -0.797
H 0.48823 -0.76792 -4.45317 0.298
H 1.69730 4.19007 1.75177 0.383
H -1.52406 -0.01911 3.17534 0.348
H 3.49627 2.61535 -3.24890 0.244
H -1.30340 -2.58387 -2.10589 0.411
H -1.45230 -1.27106 3.99715 0.297
H 2.05342 -1.46696 0.41166 0.179
H 0.85643 1.17970 -0.84004 0.174
H -2.11621 1.79206 -0.96504 0.177
C 1.66125 -1.29257 -0.59048 -0.838
H 2.49798 0.59826 1.47320 0.306
H -4.37546 -1.36483 -1.85262 0.275
H -2.96019 -2.44557 2.11862 0.311
O -3.05402 -3.38335 2.34619 -0.639
O 1.60138 -4.63426 0.69693 -0.620
H 2.16464 -0.41737 -0.97573 0.122
H -3.05230 -0.14419 -3.57488 0.457
H 1.92272 -2.17109 -1.18197 0.409
O -3.91962 -1.42538 -2.70574 -0.713
O 4.38666 0.97697 -1.09672 -0.676
H -0.79947 2.75616 -0.30865 0.277
H -2.07134 -2.84700 -0.84768 0.305
H -2.16874 -3.69848 2.11546 0.296
S -0.12282 -0.91502 -0.46226 -0.052
H 2.91409 1.76099 -2.12554 0.432
H -0.36380 0.78398 -2.07286 0.385
O -2.02811 -3.11685 -1.77248 -0.733
C -1.61166 1.53713 1.09959 -0.209
H 0.90692 -0.17093 2.43717 0.409
C -0.56890 2.08687 2.10461 0.759
H -0.96147 -0.33467 -4.25432 0.331
O 2.69544 2.14758 -2.97392 -0.670
H -1.72758 0.49031 1.35000 -0.124
H 1.78572 3.23742 2.83585 0.371
O -0.36324 -1.10291 -4.13564 -0.610
H 2.27942 -3.95547 0.54505 0.339
C -0.15669 0.83269 -1.00584 0.061
O -2.05212 -0.82428 3.39976 -0.664
O 1.74022 -0.48328 2.83123 -0.737
H 3.68442 1.08866 -0.41344 0.505
O -0.16020 1.30921 3.01939 -0.919
H -2.57596 1.99356 1.31609 0.349
```

Values from the calculation:
Total charge ... -1
LUMO level ... 2.48 eV
Frontier orbital gap ... 8.64 eV
Energy relative to the best compared isomer or geometry (same formula, charge and spin) ... 0.00 kcal/mol


No. 2
DFT (wB97M-V/def2-TZVPD) results for a cluster of 11 separate species, C5H34N2O11 in total at a distorted geometry.

Geometry as XYZ:
```
52
Properties=species:S:1:pos:R:3:mulliken_charge:R:1
H -2.30093 0.77796 -3.82783 0.363
H -2.13979 -1.81636 -2.34845 0.326
H -0.09120 -0.48310 2.72703 0.250
H -0.54449 -3.15337 -0.93785 0.443
C -0.00771 1.25609 1.00349 0.466
H -2.91928 0.43755 -0.62283 0.182
N 0.76539 -0.04976 3.04409 -0.325
H 0.99789 2.09339 -0.47591 0.337
O 1.79963 -1.83138 -3.12856 -0.620
O -3.44098 -0.17620 1.19432 -0.684
H -0.61911 -2.43010 2.03618 0.220
H -2.55140 1.60245 -1.43933 0.402
H -2.96603 -0.55526 1.95508 0.316
O 3.63477 -0.32973 0.39183 -0.553
H -0.95728 1.52091 1.46573 0.326
O 1.55701 1.03318 -3.23454 -0.589
H 2.78783 -0.50390 2.69695 0.311
C 1.89384 -1.05414 2.98202 -0.754
H 2.00376 0.91637 1.48989 0.170
H -1.29852 2.72840 3.34875 0.344
H 1.37679 1.91596 2.79550 0.463
H 2.49204 0.97492 -3.42950 0.276
H 1.85232 -2.71853 -3.50699 0.344
H -3.85878 -0.76566 0.57341 0.309
H -1.15399 -3.74845 2.58471 0.268
O 0.30856 -3.29089 -0.49265 -0.620
H -0.19212 2.51897 -2.24583 0.272
O -1.40449 -2.43761 -2.43431 -0.703
O -0.96823 2.62418 -1.68960 -0.538
H 0.87058 -2.69671 -0.98904 0.151
O -2.98059 0.72759 -1.55357 -0.611
C 1.11861 1.07681 2.11980 -1.005
H -1.58616 3.12183 0.14293 0.256
C -0.61913 3.16006 -0.35814 -0.414
H -0.22324 -0.81781 0.75028 -0.467
H 1.67418 -1.91505 2.36240 0.228
H 1.07863 -0.19346 -0.24861 0.034
H -0.43752 4.20466 -0.55533 0.350
N 0.48421 2.50759 0.30395 -0.440
H 4.32849 -0.75931 0.89313 0.274
H 2.02748 -1.99207 -2.21020 0.268
H 1.96766 -1.50713 3.97430 0.331
O -1.24314 2.20430 4.14659 -0.649
H -0.81150 -1.87697 -2.95894 0.327
C 0.07871 0.02610 0.14916 0.120
H 4.01263 -0.16341 -0.48807 0.250
O -1.43140 -2.94203 2.13917 -0.613
H 1.11693 0.17491 -3.29285 0.311
O -1.57169 0.46174 -4.36978 -0.656
H -0.51441 0.11914 -0.75434 0.339
H -0.81636 0.51856 -3.77239 0.257
H -0.57849 1.50476 4.09475 0.359
```

Values from the calculation:
Total charge ... 0
LUMO level ... -0.35 eV
Frontier orbital gap ... 8.85 eV
Energy relative to the best compared isomer or geometry (same formula, charge and spin) ... 82.54 kcal/mol